[1]
# C3H6NOS

The ion C3H6NOS with charge -1 at a distorted geometry (wB97M-V/def2-TZVPD, the Open Molecules 2025 dataset).

Computed properties:
E_LUMO = 3.827 eV
total charge = -1
relative energy (zero: lowest compared OMol25 entry of this formula, charge and spin) = 203.5 kJ/mol
SMILES string = NC(=O)CC[S-]
gap between HOMO and LUMO = 6.52 eV

Positions of all 12 atoms, in Å:
C (0.4702, -0.4948, -0.2881)
C (-1.0045, 0.2217, -0.1435)
S (-2.0763, -0.1298, -1.4365)
C (1.5135, -0.0945, 0.7454)
N (0.9161, 0.9581, 1.5156)
O (2.6487, -0.4307, 0.9710)
H (0.0254, -1.4276, -0.0972)
H (0.8681, -0.6211, -1.3543)
H (-1.2450, -0.3696, 0.7699)
H (-0.8016, 1.3417, -0.1982)
H (0.7477, 0.6759, 2.4602)
H (0.1490, 1.4213, 1.1440)

=====

[2]
# C36H47Cl3NO2PdSbSi4

A structure of composition C36H47Cl3NO2PdSbSi4 (wB97M-V/def2-TZVPD, the Open Molecules 2025 dataset).

Computed properties:
E_LUMO (spin up / spin down) = -0.231 / -1.108 eV
gap between HOMO and LUMO (spin up / spin down) = 6.14 / 6.85 eV
spin multiplicity = 3

Positions of all 95 atoms, in Å:
Pd (-1.0287, -0.5785, 0.1807)
C (6.0366, -2.7227, -1.4555)
C (5.3483, -2.0697, -2.4672)
C (4.2086, -1.3303, -2.1717)
C (3.7488, -1.2394, -0.8615)
C (4.4446, -1.9006, 0.1482)
C (5.5842, -2.6360, -0.1451)
Sb (1.9815, -0.1472, -0.3714)
C (1.9428, 1.0996, -2.0892)
C (1.3067, 0.6007, -3.2303)
C (1.2352, 1.3593, -4.3914)
C (1.7903, 2.6325, -4.4165)
C (2.4168, 3.1355, -3.2874)
C (2.4969, 2.3712, -2.1295)
C (2.8933, 1.1147, 1.0704)
C (4.2080, 1.5453, 0.9016)
C (4.8162, 2.3423, 1.8611)
C (4.1185, 2.7036, 3.0056)
C (2.8134, 2.2708, 3.1862)
C (2.2019, 1.4811, 2.2219)
H (6.9269, -3.2945, -1.6858)
H (5.7011, -2.1273, -3.4897)
H (3.6900, -0.8099, -2.9694)
H (4.1104, -1.8311, 1.1787)
H (6.1220, -3.1393, 0.6493)
H (0.8855, -0.4002, -3.2268)
H (0.7482, 0.9605, -5.2741)
H (1.7216, 3.2366, -5.3125)
H (2.8175, 4.1403, -3.2898)
H (2.9471, 2.8034, -1.2457)
H (4.7672, 1.2530, 0.0195)
H (5.8335, 2.6830, 1.7143)
H (4.5906, 3.3295, 3.7524)
H (2.2617, 2.5611, 4.0725)
H (1.1680, 1.1875, 2.3494)
N (-0.0895, -1.5190, 2.2011)
C (0.1071, -1.3093, 3.3130)
C (0.3466, -1.0341, 4.7007)
C (-0.1627, 0.1374, 5.2579)
C (0.0872, 0.4104, 6.5922)
C (0.8348, -0.4764, 7.3550)
C (1.3404, -1.6410, 6.7924)
C (1.1010, -1.9266, 5.4594)
H (-0.7387, 0.8226, 4.6496)
H (-0.2999, 1.3180, 7.0356)
H (1.0282, -0.2563, 8.3967)
H (1.9245, -2.3253, 7.3928)
H (1.4929, -2.8255, 5.0033)
Cl (-0.7863, 4.0575, 2.3055)
C (-1.3818, 3.7324, 0.7312)
Cl (0.4254, 4.5767, -0.7518)
Cl (-2.7142, 4.6815, 0.2160)
C (-1.2070, 2.4202, 0.2248)
O (-1.8609, 2.1381, -0.9213)
O (-0.5080, 1.5471, 0.7826)
C (-4.8575, 0.7323, -3.3122)
Si (-3.0121, 0.9300, -3.5638)
C (-2.4209, -0.2928, -4.8560)
C (-2.5463, 2.6907, -3.9900)
Si (-1.6506, 0.6079, -1.6310)
Si (-1.6435, -2.5935, -0.8221)
C (-0.4204, -2.7656, -2.2451)
C (-1.3141, -4.0291, 0.3401)
C (-3.3429, -2.8237, -1.5873)
Si (-3.1788, -0.5155, 1.1828)
C (-4.6726, -0.0540, 0.1512)
C (-2.9525, 0.8994, 2.4007)
C (-3.5881, -2.0655, 2.1618)
H (-5.3619, 0.8634, -4.2752)
H (-5.2528, 1.4792, -2.6227)
H (-5.1185, -0.2573, -2.9365)
H (-2.6804, 0.0641, -5.8567)
H (-2.8910, -1.2700, -4.7181)
H (-1.3378, -0.4320, -4.8243)
H (-2.6924, 2.8591, -5.0610)
H (-1.5072, 2.9216, -3.7434)
H (-3.1709, 3.3929, -3.4344)
H (0.6015, -2.5191, -1.9554)
H (-0.7032, -2.1261, -3.0865)
H (-0.4278, -3.8025, -2.5995)
H (-0.2566, -4.0674, 0.6093)
H (-1.5643, -4.9546, -0.1893)
H (-1.8973, -3.9991, 1.2589)
H (-3.5862, -2.0185, -2.2859)
H (-4.1413, -2.8856, -0.8472)
H (-3.3466, -3.7615, -2.1526)
H (-4.5360, 0.9449, -0.2727)
H (-5.5579, -0.0103, 0.7953)
H (-4.8896, -0.7422, -0.6613)
H (-3.1875, 1.8560, 1.9267)
H (-1.9445, 0.9925, 2.8030)
H (-3.6568, 0.7574, 3.2275)
H (-4.0640, -2.8295, 1.5429)
H (-4.3017, -1.7797, 2.9417)
H (-2.7211, -2.5097, 2.6507)

=====

[3]
# C32H23ClF3N2O10PSTa

A structure of composition C32H23ClF3N2O10PSTa at a distorted geometry (wB97M-V/def2-TZVPD, the Open Molecules 2025 dataset).

Computed properties:
E_LUMO = -4.161 eV
total charge = +1
relative energy (zero: lowest compared OMol25 entry of this formula, charge and spin) = 472.4 kJ/mol
gap between HOMO and LUMO = 6.33 eV

Positions of all 74 atoms, in Å:
Ta (0.8108, 0.1394, 0.1407)
O (-0.0316, 3.5298, -2.8388)
C (-0.0399, 2.4351, -2.1124)
O (0.1036, 2.4067, -0.9062)
C (-0.2778, 1.1739, -2.8492)
C (-0.5634, 1.0341, -4.1915)
C (-0.8497, -0.2431, -4.6633)
C (-0.8788, -1.3080, -3.7763)
C (-0.5774, -1.0565, -2.4507)
N (-0.2666, 0.1488, -2.0041)
C (-0.5237, -2.0972, -1.3786)
O (-0.8468, -3.2301, -1.4734)
O (-0.0189, -1.5125, -0.2520)
H (0.1518, 4.2923, -2.2637)
H (-0.5597, 1.8972, -4.8412)
H (-1.0535, -0.4014, -5.7133)
H (-1.1070, -2.3174, -4.0885)
C (-3.6833, -3.8953, 1.6624)
C (-4.2770, -3.4124, 0.5031)
C (-3.9681, -2.1426, 0.0450)
C (-3.0721, -1.3319, 0.7451)
C (-2.4653, -1.8331, 1.8919)
C (-2.7746, -3.1066, 2.3504)
P (-2.6586, 0.2991, 0.0326)
C (-4.2811, 1.1166, -0.1230)
C (-4.3175, 2.2740, -0.9005)
C (-5.4754, 3.0298, -0.9966)
C (-6.6198, 2.6241, -0.3246)
C (-6.6003, 1.4634, 0.4357)
C (-5.4376, 0.7129, 0.5400)
C (-1.9010, 1.1710, 1.4460)
C (-2.6761, 1.8764, 2.3657)
C (-2.0897, 2.5432, 3.4239)
C (-0.7116, 2.5094, 3.5788)
C (0.0645, 1.7983, 2.6835)
C (-0.4970, 1.1291, 1.5841)
H (-3.9295, -4.8831, 2.0279)
H (-4.9773, -4.0275, -0.0461)
H (-4.4341, -1.7747, -0.8631)
H (-1.7495, -1.2322, 2.4405)
H (-2.3046, -3.4799, 3.2507)
H (-3.4229, 2.5925, -1.4262)
H (-5.4870, 3.9307, -1.5957)
H (-7.5254, 3.2119, -0.3927)
H (-7.4925, 1.1431, 0.9573)
H (-5.4312, -0.1820, 1.1489)
H (-3.7512, 1.9080, 2.2440)
H (-2.7051, 3.0851, 4.1301)
H (-0.2409, 3.0377, 4.3976)
H (1.1312, 1.7783, 2.8486)
S (1.3176, -1.1204, 2.3521)
C (3.0367, -1.2055, 2.5982)
N (3.8034, -0.1003, 2.5541)
C (5.1423, -0.1039, 2.7041)
C (5.7918, -1.2710, 2.9895)
C (5.0331, -2.4372, 3.1005)
C (3.6681, -2.4049, 2.9171)
H (3.3479, 0.7592, 2.2672)
H (5.6374, 0.8479, 2.5827)
H (6.8638, -1.2776, 3.1103)
H (5.5232, -3.3809, 3.2986)
H (3.0718, -3.3035, 2.9650)
O (4.3210, 1.7867, -0.1942)
Cl (2.9704, 2.0756, -0.4578)
O (2.3545, 1.2024, -1.4884)
O (2.7239, 3.4378, -0.7013)
O (2.1485, 1.6344, 0.7848)
F (2.5210, -3.4366, -1.7823)
C (3.0100, -2.2013, -1.9184)
F (2.0295, -1.4480, -2.4801)
F (4.0231, -2.2244, -2.7733)
C (3.4496, -1.6451, -0.5499)
O (4.4715, -2.0910, -0.0951)
O (2.7123, -0.7438, 0.0177)

=====

[4]
# C5H4

A cluster of 2 separate species, C5H4 in total at a distorted geometry (wB97M-V/def2-TZVPD, the Open Molecules 2025 dataset).

Computed properties:
E_LUMO (spin up / spin down) = -1.201 / -1.189 eV
relative energy (zero: lowest compared OMol25 entry of this formula, charge and spin) = 613.3 kJ/mol
gap between HOMO and LUMO (spin up / spin down) = 8.36 / 8.35 eV

Positions of all 9 atoms, in Å:
C (0.5327, 0.4836, 1.1039)
C (0.5491, 1.4603, 1.8782)
C (-0.1643, 0.1870, -0.1525)
C (-1.2064, 0.3349, -0.9287)
C (1.1149, -0.4422, 0.0815)
H (-1.2279, -0.0164, -1.9828)
H (-2.0892, 0.8525, -0.5169)
H (2.0569, -0.7499, -0.3477)
H (0.4343, -2.1096, 0.8650)

=====

Repeat the third record exactly.
# C32H23ClF3N2O10PSTa

A structure of composition C32H23ClF3N2O10PSTa at a distorted geometry (wB97M-V/def2-TZVPD, the Open Molecules 2025 dataset).

Computed properties:
E_LUMO = -4.161 eV
total charge = +1
relative energy (zero: lowest compared OMol25 entry of this formula, charge and spin) = 472.4 kJ/mol
gap between HOMO and LUMO = 6.33 eV

Positions of all 74 atoms, in Å:
Ta (0.8108, 0.1394, 0.1407)
O (-0.0316, 3.5298, -2.8388)
C (-0.0399, 2.4351, -2.1124)
O (0.1036, 2.4067, -0.9062)
C (-0.2778, 1.1739, -2.8492)
C (-0.5634, 1.0341, -4.1915)
C (-0.8497, -0.2431, -4.6633)
C (-0.8788, -1.3080, -3.7763)
C (-0.5774, -1.0565, -2.4507)
N (-0.2666, 0.1488, -2.0041)
C (-0.5237, -2.0972, -1.3786)
O (-0.8468, -3.2301, -1.4734)
O (-0.0189, -1.5125, -0.2520)
H (0.1518, 4.2923, -2.2637)
H (-0.5597, 1.8972, -4.8412)
H (-1.0535, -0.4014, -5.7133)
H (-1.1070, -2.3174, -4.0885)
C (-3.6833, -3.8953, 1.6624)
C (-4.2770, -3.4124, 0.5031)
C (-3.9681, -2.1426, 0.0450)
C (-3.0721, -1.3319, 0.7451)
C (-2.4653, -1.8331, 1.8919)
C (-2.7746, -3.1066, 2.3504)
P (-2.6586, 0.2991, 0.0326)
C (-4.2811, 1.1166, -0.1230)
C (-4.3175, 2.2740, -0.9005)
C (-5.4754, 3.0298, -0.9966)
C (-6.6198, 2.6241, -0.3246)
C (-6.6003, 1.4634, 0.4357)
C (-5.4376, 0.7129, 0.5400)
C (-1.9010, 1.1710, 1.4460)
C (-2.6761, 1.8764, 2.3657)
C (-2.0897, 2.5432, 3.4239)
C (-0.7116, 2.5094, 3.5788)
C (0.0645, 1.7983, 2.6835)
C (-0.4970, 1.1291, 1.5841)
H (-3.9295, -4.8831, 2.0279)
H (-4.9773, -4.0275, -0.0461)
H (-4.4341, -1.7747, -0.8631)
H (-1.7495, -1.2322, 2.4405)
H (-2.3046, -3.4799, 3.2507)
H (-3.4229, 2.5925, -1.4262)
H (-5.4870, 3.9307, -1.5957)
H (-7.5254, 3.2119, -0.3927)
H (-7.4925, 1.1431, 0.9573)
H (-5.4312, -0.1820, 1.1489)
H (-3.7512, 1.9080, 2.2440)
H (-2.7051, 3.0851, 4.1301)
H (-0.2409, 3.0377, 4.3976)
H (1.1312, 1.7783, 2.8486)
S (1.3176, -1.1204, 2.3521)
C (3.0367, -1.2055, 2.5982)
N (3.8034, -0.1003, 2.5541)
C (5.1423, -0.1039, 2.7041)
C (5.7918, -1.2710, 2.9895)
C (5.0331, -2.4372, 3.1005)
C (3.6681, -2.4049, 2.9171)
H (3.3479, 0.7592, 2.2672)
H (5.6374, 0.8479, 2.5827)
H (6.8638, -1.2776, 3.1103)
H (5.5232, -3.3809, 3.2986)
H (3.0718, -3.3035, 2.9650)
O (4.3210, 1.7867, -0.1942)
Cl (2.9704, 2.0756, -0.4578)
O (2.3545, 1.2024, -1.4884)
O (2.7239, 3.4378, -0.7013)
O (2.1485, 1.6344, 0.7848)
F (2.5210, -3.4366, -1.7823)
C (3.0100, -2.2013, -1.9184)
F (2.0295, -1.4480, -2.4801)
F (4.0231, -2.2244, -2.7733)
C (3.4496, -1.6451, -0.5499)
O (4.4715, -2.0910, -0.0951)
O (2.7123, -0.7438, 0.0177)

=====

Please write out number 1 again, unchanged.
# C3H6NOS

The ion C3H6NOS with charge -1 at a distorted geometry (wB97M-V/def2-TZVPD, the Open Molecules 2025 dataset).

Computed properties:
E_LUMO = 3.827 eV
total charge = -1
relative energy (zero: lowest compared OMol25 entry of this formula, charge and spin) = 203.5 kJ/mol
SMILES string = NC(=O)CC[S-]
gap between HOMO and LUMO = 6.52 eV

Positions of all 12 atoms, in Å:
C (0.4702, -0.4948, -0.2881)
C (-1.0045, 0.2217, -0.1435)
S (-2.0763, -0.1298, -1.4365)
C (1.5135, -0.0945, 0.7454)
N (0.9161, 0.9581, 1.5156)
O (2.6487, -0.4307, 0.9710)
H (0.0254, -1.4276, -0.0972)
H (0.8681, -0.6211, -1.3543)
H (-1.2450, -0.3696, 0.7699)
H (-0.8016, 1.3417, -0.1982)
H (0.7477, 0.6759, 2.4602)
H (0.1490, 1.4213, 1.1440)